Computed, not measured: a 2-piece molecular cluster, C5H14 overall, with the ωB97M-V functional and the def2-TZVPD basis.

XYZ file:
```
19
Properties=species:S:1:pos:R:3
C -0.8629 1.0581 -1.0391
C 0.2834 2.1405 -1.0351
C -0.4698 0.0451 -2.1222
H -1.8958 1.4624 -1.0921
H -0.7366 0.3727 -0.0583
H 0.3050 2.5886 0.0344
H 1.2226 1.5501 -1.3766
H -1.2710 -0.5083 -2.5436
H 0.3036 -0.8357 -1.8254
H 0.0187 2.8733 -1.7069
H 0.0675 0.5906 -2.8830
C 0.7478 -1.1832 1.3196
C 0.0529 -1.6129 2.5786
H 1.6960 -0.6798 1.5306
H 0.9195 -1.9402 0.6414
H 0.0338 -0.4998 0.8394
H 0.7090 -2.2672 3.2461
H -0.4923 -0.8371 3.1255
H -0.6315 -2.3173 2.3666
```

Results
SMILES: CCC.CC
Energy above the lowest of the compared OMol25 structures with the same formula, charge and spin, eV: 1.709
E_HOMO, eV: -10.51
Frontier orbital gap, eV: 11.6
Max |F|, eV/A: 4.154
Charge: 0

---

Computed, not measured: C22H34IN3O4S as an isolated structure, with the ωB97M-V functional and the def2-TZVPD basis.

XYZ file:
```
65
Properties=species:S:1:pos:R:3
C 4.8574 -0.7772 0.5542
C 3.5409 0.0543 0.7557
C 2.9704 0.5471 -0.6046
C 2.5540 2.0480 -0.6420
O 2.2276 2.6069 0.6347
C 1.0355 2.1956 1.1355
C -0.1254 1.8269 0.3467
C -1.2678 1.3944 0.9361
C -2.4301 0.9822 0.0107
C -2.2027 -0.4795 -0.5090
O -3.0201 -1.0261 -1.2120
N -0.9659 -1.1100 -0.1402
C -1.1144 -2.0627 0.9764
C -0.2595 -1.6726 -1.2931
C -1.4201 1.2779 2.3540
N -2.5006 0.8329 3.0246
S -1.9754 0.9426 4.5692
N -0.4748 1.5074 4.4621
C -0.2508 1.6622 3.1355
C 0.9426 2.1152 2.5064
I 2.5649 2.6431 3.7682
H 4.6494 -1.8455 0.3867
H 5.4305 -0.3654 -0.2937
H 5.5012 -0.6780 1.4426
H 2.8045 -0.6502 1.1770
H 3.7833 0.8706 1.4462
H 2.1573 -0.0880 -0.9955
H 3.7857 0.4384 -1.3459
H 3.4293 2.6113 -1.0018
H 1.7852 2.1772 -1.4095
H -0.0875 1.8895 -0.7429
H -2.5684 1.6871 -0.8186
H -3.3425 0.9606 0.6267
H -0.6742 -1.5842 1.8779
H -2.1658 -2.2484 1.2461
H -0.5512 -2.9905 0.8141
H 0.7891 -1.8471 -0.9915
H -0.2112 -0.8895 -2.0705
H -0.6844 -2.6197 -1.6697
C 2.3685 2.2018 -5.5792
C 3.0134 3.5794 -5.5704
C 2.3967 4.2054 -4.3301
O 2.1403 3.1344 -3.4114
C 2.2945 1.8831 -4.0953
H 2.9274 1.4580 -6.1457
H 1.3616 2.2652 -5.9996
H 4.0946 3.4822 -5.4427
H 2.8285 4.1578 -6.4747
H 1.4417 4.6882 -4.5614
H 3.0515 4.9397 -3.8594
H 3.2216 1.4170 -3.7431
H 1.4590 1.2254 -3.8466
C -5.2463 -4.5769 3.1233
C -5.3278 -3.0762 3.3622
C -3.8746 -2.7250 3.6390
O -3.0790 -3.6514 2.8907
C -3.9153 -4.7057 2.4004
H -6.0816 -4.9773 2.5498
H -5.2054 -5.1037 4.0802
H -5.6678 -2.5732 2.4531
H -5.9954 -2.7956 4.1760
H -3.6298 -2.8499 4.6995
H -3.6259 -1.7043 3.3430
H -4.0352 -4.5678 1.3200
H -3.4314 -5.6675 2.5757
```

Results
Energy above the lowest of the compared OMol25 structures with the same formula, charge and spin, eV: 0.000
E_HOMO, eV: -8.16
Frontier orbital gap, eV: 7.6
Max |F|, eV/A: 2.240
Charge: 0

---

Computed, not measured: a 11-piece molecular cluster, C36H78N6O14S overall, with the ωB97M-V functional and the def2-TZVPD basis.

XYZ file:
```
135
Properties=species:S:1:pos:R:3
C -3.5470 4.9573 -5.7780
C -2.9762 4.5541 -4.4156
O -3.4733 3.6051 -3.8067
N -1.8266 5.2214 -4.0575
C -1.2331 5.2352 -2.7150
H -3.2423 4.1478 -6.4450
H -3.2409 5.9243 -6.1726
H -4.6346 4.9430 -5.7537
H -1.6771 6.0708 -4.5719
H -1.8823 5.8237 -2.0598
H -0.2619 5.7149 -2.7703
H -1.1448 4.2236 -2.3332
C -3.3721 -4.7615 -4.7726
C -2.1093 -3.8893 -4.7291
O -1.1873 -4.0159 -5.5647
N -2.0564 -3.0592 -3.6448
C -0.9838 -2.1145 -3.3885
H -3.5793 -5.1393 -5.7649
H -4.2099 -4.0987 -4.5037
H -3.4092 -5.5353 -4.0048
H -2.8303 -3.1181 -2.9744
H -0.1744 -2.5622 -2.8060
H -1.3443 -1.2388 -2.8597
H -0.5875 -1.7059 -4.3201
C 5.1678 2.4273 -1.9292
C 4.1630 2.5686 -3.0516
O 4.4950 2.3212 -4.2298
N 2.8792 2.8873 -2.6857
C 1.7994 2.8308 -3.5876
H 5.2654 1.3604 -1.6911
H 4.9065 2.9043 -0.9856
H 6.1392 2.7086 -2.3277
H 2.7223 3.2496 -1.7452
H 1.9115 3.5470 -4.4037
H 0.8740 3.0173 -3.0495
H 1.6696 1.8738 -4.0976
C 0.5696 5.5026 0.6960
C 1.7063 4.5100 0.7126
O 2.3945 4.3972 -0.3045
N 2.0037 3.8832 1.8762
C 3.0798 2.9121 1.9794
H 0.2277 5.9351 1.6364
H -0.3385 4.9792 0.3566
H 0.8310 6.2498 -0.0443
H 1.3546 4.0454 2.6319
H 4.0911 3.2844 1.7869
H 2.9693 2.2080 1.1527
H 3.0187 2.4948 2.9774
C 1.4132 5.1299 6.4736
C 0.7192 4.3939 5.3622
O 0.3312 4.9835 4.3654
N 0.4411 3.1067 5.5796
C -0.2247 2.2600 4.6086
H 2.0552 5.9152 6.0863
H 2.0971 4.4436 6.9879
H 0.7087 5.5627 7.1776
H 0.6341 2.6567 6.4536
H -1.1936 1.9574 5.0171
H 0.3394 1.3527 4.3910
H -0.4364 2.7964 3.6900
C -7.0044 0.6915 1.4888
C -5.5078 0.9481 1.5317
O -4.8072 0.5196 2.4245
N -5.0007 1.5825 0.4493
C -3.6110 1.9470 0.4199
H -7.3554 -0.0391 2.2076
H -7.3082 0.3631 0.4934
H -7.4942 1.6367 1.7541
H -5.5879 1.8969 -0.2969
H -2.9232 1.1652 0.7435
H -3.4195 2.8334 1.0362
H -3.2715 2.1820 -0.5866
C -0.4645 -6.6864 -0.9852
C -0.3292 -5.4825 -1.8927
O 0.0342 -4.3585 -1.0829
S 0.3926 -4.8246 0.4113
O -0.6657 -4.5882 1.3197
O 1.6933 -4.4542 0.7928
O 0.3626 -6.4045 0.1518
H -0.1787 -7.6377 -1.4198
H -1.4788 -6.8014 -0.5836
H -1.2057 -5.4080 -2.5343
H 0.5376 -5.5965 -2.5519
C -0.0200 -0.4007 1.3442
C 0.7214 0.7578 0.7197
C -0.0356 0.9977 -0.6083
O -0.6745 -0.2746 -0.9053
C -0.3165 -1.2209 0.0772
H -0.9503 -0.2186 1.8876
H 0.5489 -1.0198 2.0467
H 1.7643 0.6369 0.4444
H 0.5539 1.6832 1.2859
H 0.6483 1.2868 -1.4009
H -0.8540 1.7035 -0.4656
H 0.4858 -1.9194 -0.1944
H -1.2067 -1.8356 0.2638
C -4.0988 -2.0058 0.6728
C -3.9952 -3.5600 0.6864
C -4.4045 -3.9383 -0.7200
O -4.0311 -2.8645 -1.5412
C -3.9996 -1.6067 -0.8051
H -3.3644 -1.5322 1.3127
H -5.0963 -1.9004 1.1094
H -4.5650 -4.0414 1.4765
H -2.9447 -3.7530 0.9107
H -5.4804 -4.1133 -0.8011
H -3.8566 -4.8242 -1.0474
H -4.8573 -1.0202 -1.1313
H -3.0301 -1.1497 -0.9937
C 4.4373 -4.2751 -1.0846
C 3.7356 -3.2000 -1.9110
C 3.5521 -2.0419 -0.9295
O 4.7162 -2.1460 -0.0985
C 4.8247 -3.5189 0.2253
H 5.2999 -4.7615 -1.5198
H 3.6465 -4.9743 -0.8060
H 2.7672 -3.5281 -2.3132
H 4.2720 -2.8816 -2.8073
H 2.6957 -2.1833 -0.2464
H 3.5056 -1.0537 -1.3802
H 4.1418 -3.7351 1.0551
H 5.8275 -3.7121 0.5993
C 3.4929 -0.7515 3.7913
C 4.7043 -1.2451 4.5239
C 4.3753 -2.7294 4.6553
O 2.9885 -2.7607 4.9045
C 2.3360 -1.5778 4.4299
H 3.4876 -1.0954 2.7523
H 3.4032 0.3316 3.8007
H 4.7582 -0.9056 5.5713
H 5.7082 -1.0254 4.1618
H 4.9143 -3.2313 5.4573
H 4.6508 -3.2131 3.7006
H 1.9056 -1.0595 5.2828
H 1.7039 -1.9154 3.6169
```

Results
SMILES: O=S1(=O)OCCO1.CNC(C)=O.CNC(C)=O.CNC(C)=O.CNC(C)=O.CNC(C)=O.CNC(C)=O.C1CCOC1.C1CCOC1.C1CCOC1.C1CCOC1
E_HOMO, eV: -8.88
Frontier orbital gap, eV: 9.2
Max |F|, eV/A: 2.248
Charge: 0

---

Computed, not measured: the molecule C5H7Cl2F, with the ωB97M-V functional and the def2-TZVPD basis.

XYZ file:
```
15
Properties=species:S:1:pos:R:3
C 1.8759 -1.7931 0.3289
C 1.4748 -1.0897 -0.9889
C 0.0926 -0.4062 -0.8242
C -0.1965 0.9787 -0.4064
C -0.8458 -0.0936 0.3152
H 2.2847 -1.1625 1.2696
H 2.7917 -2.4256 0.1349
H 1.0702 -2.4619 0.6189
H 1.2933 -1.8198 -1.8262
H 2.2315 -0.2806 -1.2148
H -0.6200 -0.8627 -1.6470
H -0.7514 1.8131 -0.9874
F -0.4474 -0.4303 1.6287
Cl 1.4375 1.6214 0.1275
Cl -2.5362 -0.1216 -0.2189
```

Results
SMILES: CC[C@@H]1[C@H](Cl)[C@@]1(F)Cl
Energy above the lowest of the compared OMol25 structures with the same formula, charge and spin, eV: 1.861
E_HOMO, eV: -10.52
Frontier orbital gap, eV: 11.1
Max |F|, eV/A: 5.204
Charge: 0

---

Computed, not measured: a 2-piece molecular cluster, C2H6O2Si overall, with the ωB97M-V functional and the def2-TZVPD basis.

XYZ file:
```
11
Properties=species:S:1:pos:R:3
C 2.4452 0.9065 0.2689
C -1.5093 -1.0521 0.4963
O -1.3422 1.6590 -0.9120
O 2.8713 -0.1045 -0.1706
Si -1.3208 0.1083 -1.0659
H 1.4621 0.9757 0.8658
H 2.9728 1.9813 0.2763
H -0.8513 -0.5658 1.2334
H -2.4238 -1.1623 0.9225
H -1.0700 -2.0539 0.3798
H -1.2339 -0.6922 -2.2944
```

Results
SMILES: C[SiH]=O.C=O
Energy above the lowest of the compared OMol25 structures with the same formula, charge and spin, eV: 2.757
E_HOMO, eV: -10.29
Frontier orbital gap, eV: 10.2
Max |F|, eV/A: 4.332
Charge: 0